Molecular formula: C38H88BN9O10P
Method: DFT, wB97M-V/def2-TZVPD

The total energy comes out at -3111.9740 Eh. For the highest occupied orbital energy, the calculation gives -10.400 eV. The orbital gap comes out at 8.1 eV. Its relative energy (zero: lowest compared OMol25 entry of this formula, charge and spin) is 0.0 kJ/mol. The LUMO energy is -2.33 eV. Its net charge is +1. The multiplicity is 1.

```
147
C38H88BN9O10P wB97M-V/def2-TZVPD
C 3.670 5.606 -2.810
C 2.959 4.272 -3.241
C 3.230 3.061 -2.216
C 1.806 2.563 -1.812
N 1.655 1.508 -0.742
P 2.700 2.043 0.626
N 4.216 1.597 0.422
O 2.600 3.723 0.759
O 2.234 1.483 2.116
C 1.876 0.090 -1.165
C 3.048 -0.188 -2.160
C 2.661 0.020 -3.686
O 2.773 -1.227 -4.378
C 2.115 -1.156 -5.637
C 0.553 -1.342 -5.540
C 1.982 -0.923 0.034
N 2.046 -2.346 -0.362
C 3.313 -2.986 0.033
C 3.264 -4.528 -0.317
C 2.776 -5.294 0.984
C 0.683 -0.814 0.935
B -0.119 -2.224 0.746
O -0.044 -3.216 1.778
O -0.870 -2.517 -0.412
C -0.821 -3.929 -0.774
C -0.287 0.403 0.659
C -0.890 1.067 1.977
C -1.119 0.053 3.153
C -2.318 1.708 1.674
C -3.438 0.639 1.403
C 0.203 1.584 -0.245
C -0.872 1.838 -1.364
C -1.356 3.355 -1.471
N -1.104 3.911 -2.835
H 2.883 6.258 -2.349
H 4.046 6.186 -3.689
H 4.503 5.465 -2.088
H 3.282 3.951 -4.265
H 1.853 4.436 -3.327
H 3.870 3.505 -1.430
H 3.851 2.354 -2.802
H 1.303 3.478 -1.410
H 1.353 2.258 -2.786
H 4.472 1.033 1.235
H 3.495 3.939 1.074
H 2.041 2.229 2.708
H 0.939 -0.208 -1.716
H 3.950 0.414 -1.878
H 3.429 -1.241 -2.142
H 1.581 0.307 -3.717
H 3.331 0.773 -4.177
H 2.401 -0.256 -6.241
H 2.487 -2.033 -6.227
H 0.026 -0.375 -5.319
H 0.266 -2.071 -4.749
H 0.116 -1.697 -6.506
H 2.886 -0.740 0.668
H 1.835 -2.481 -1.349
H 4.155 -2.514 -0.543
H 3.555 -2.823 1.113
H 2.621 -4.730 -1.200
H 4.299 -4.843 -0.596
H 3.415 -6.197 1.098
H 2.909 -4.682 1.907
H 1.695 -5.555 0.922
H 1.068 -0.858 1.989
H 0.870 -3.147 2.085
H -0.921 -3.972 -1.886
H -1.708 -4.443 -0.342
H 0.140 -4.416 -0.522
H -1.195 -0.092 0.224
H -0.271 1.912 2.360
H -1.691 0.595 3.947
H -0.131 -0.205 3.615
H -1.678 -0.865 2.873
H -2.601 2.203 2.640
H -2.274 2.523 0.919
H -4.085 0.511 2.309
H -3.026 -0.390 1.207
H -4.079 0.879 0.529
H 0.193 2.519 0.387
H -0.576 1.462 -2.379
H -1.841 1.308 -1.178
H -0.740 3.995 -0.779
H -2.411 3.476 -1.128
H -1.216 4.921 -2.736
H -1.844 3.564 -3.443
C -8.087 2.507 0.324
C -6.653 2.701 0.742
O -5.714 2.358 0.031
N -6.415 3.277 1.946
C -7.377 3.749 2.926
H -8.113 2.037 -0.657
H -8.602 1.857 1.033
H -8.596 3.470 0.261
H -5.431 3.376 2.154
H -7.207 4.815 3.093
H -7.213 3.214 3.860
H -8.402 3.594 2.601
C -4.733 6.953 0.978
C -3.450 6.184 1.152
O -3.390 5.167 1.828
N -2.336 6.656 0.529
C -2.203 7.833 -0.308
H -5.526 6.454 1.531
H -4.622 7.966 1.367
H -5.014 6.984 -0.076
H -1.518 6.090 0.692
H -1.850 7.524 -1.295
H -1.462 8.498 0.138
H -3.144 8.364 -0.415
C 2.331 -6.863 -3.303
C 1.032 -7.176 -2.607
O 0.368 -6.319 -2.031
N 0.599 -8.461 -2.634
C 1.228 -9.610 -3.255
H 2.547 -5.803 -3.203
H 3.149 -7.427 -2.851
H 2.256 -7.099 -4.366
H -0.276 -8.598 -2.150
H 0.540 -10.031 -3.990
H 1.424 -10.360 -2.486
H 2.161 -9.348 -3.745
C 7.135 -5.033 -0.908
C 8.200 -6.028 -1.291
O 8.014 -6.875 -2.149
N 9.395 -5.960 -0.646
C 9.807 -5.036 0.392
H 6.246 -5.215 -1.507
H 6.873 -5.148 0.145
H 7.481 -4.016 -1.103
H 10.055 -6.656 -0.955
H 10.683 -4.486 0.044
H 10.080 -5.608 1.282
H 9.019 -4.332 0.646
C -5.908 1.962 6.862
C -7.402 1.874 6.692
O -7.979 2.385 5.741
N -8.111 1.203 7.636
C -7.618 0.535 8.825
H -5.486 2.526 6.033
H -5.663 2.478 7.792
H -5.469 0.963 6.861
H -9.103 1.187 7.454
H -7.898 -0.519 8.775
H -8.092 0.985 9.699
H -6.540 0.616 8.919
```

Molecular formula: C38H88F6N9O14S6
Method: DFT, wB97M-V/def2-TZVPD

The total energy comes out at -6034.1791 Eh. For the highest occupied orbital energy (spin up / spin down), the calculation gives -7.590 / -11.447 eV. The orbital gap (spin up / spin down) comes out at 2.7 / 6.5 eV. The LUMO energy (spin up / spin down) is -4.91 / -4.93 eV. Its net charge is +2. The multiplicity is 2.

```
161
C38H88F6N9O14S6 wB97M-V/def2-TZVPD
C -15.573 0.092 -24.161
C -15.157 1.475 -23.772
O -15.867 2.501 -23.812
N -13.738 1.488 -23.302
H -13.649 0.906 -22.481
H -13.178 1.078 -24.035
C -13.152 2.887 -23.033
H -15.411 -0.657 -23.385
H -15.001 -0.217 -25.036
H -16.592 0.026 -24.541
H -12.372 2.734 -22.288
H -13.893 3.613 -22.697
H -12.669 3.250 -23.940
C -13.249 3.901 -19.198
C -13.501 4.304 -17.780
O -14.268 3.662 -17.086
N -12.825 5.571 -17.277
H -11.874 5.320 -17.051
H -12.759 6.228 -18.042
C -13.388 6.264 -16.099
H -14.178 3.972 -19.765
H -12.856 2.885 -19.161
H -12.487 4.519 -19.672
H -12.509 6.678 -15.604
H -13.754 5.557 -15.355
H -14.072 7.059 -16.396
C -20.484 -1.739 -26.269
C -19.253 -0.871 -26.596
C -19.618 0.221 -27.560
N -18.598 1.395 -27.584
C -18.605 2.049 -26.171
C -18.808 2.456 -28.681
C -17.351 2.970 -29.062
C -16.299 2.020 -28.487
C -17.128 0.909 -27.779
H -21.244 -1.216 -25.687
H -20.127 -2.630 -25.753
H -21.077 -1.981 -27.151
H -18.435 -1.500 -26.946
H -18.822 -0.521 -25.658
H -20.605 0.625 -27.332
H -19.698 -0.096 -28.600
H -19.610 2.229 -25.791
H -17.999 2.950 -26.073
H -18.143 1.369 -25.455
H -19.572 3.144 -28.318
H -19.221 1.897 -29.520
H -17.336 3.971 -28.631
H -17.332 3.074 -30.147
H -15.717 2.581 -27.756
H -15.687 1.513 -29.233
H -16.716 0.439 -26.886
H -17.241 0.132 -28.535
C -14.890 6.367 -24.197
C -14.396 5.879 -25.544
C -14.067 7.106 -26.447
N -13.786 6.611 -27.905
C -12.540 5.703 -28.000
C -13.521 7.805 -28.850
C -13.685 7.257 -30.295
C -14.672 6.116 -30.131
C -14.936 5.986 -28.611
H -15.363 5.554 -23.646
H -15.610 7.183 -24.254
H -14.060 6.764 -23.612
H -15.126 5.225 -26.021
H -13.494 5.289 -25.387
H -13.194 7.697 -26.172
H -14.932 7.741 -26.639
H -11.882 6.026 -27.194
H -11.944 5.767 -28.911
H -12.766 4.641 -27.906
H -12.509 8.127 -28.602
H -14.194 8.628 -28.612
H -12.694 6.926 -30.605
H -14.010 7.925 -31.092
H -14.335 5.210 -30.634
H -15.646 6.328 -30.571
H -15.003 4.978 -28.202
H -15.755 6.571 -28.194
C -10.078 8.697 -23.546
C -9.306 7.317 -23.417
C -9.078 6.646 -24.730
N -8.528 5.244 -24.725
C -7.093 5.288 -24.248
C -8.626 4.645 -26.169
C -8.422 3.144 -26.009
C -9.306 2.844 -24.749
C -9.264 4.131 -23.958
H -11.002 8.435 -24.062
H -9.404 9.356 -24.093
H -10.315 9.110 -22.565
H -9.783 6.664 -22.686
H -8.342 7.447 -22.924
H -8.515 7.307 -25.389
H -10.074 6.496 -25.145
H -7.054 5.665 -23.226
H -6.509 5.844 -24.981
H -6.832 4.231 -24.209
H -7.903 5.091 -26.852
H -9.651 4.749 -26.526
H -7.383 2.932 -25.758
H -8.713 2.490 -26.831
H -8.927 2.073 -24.079
H -10.379 2.809 -24.939
H -8.919 4.125 -22.924
H -10.260 4.573 -23.921
C -17.927 8.757 -22.091
C -18.201 7.300 -21.864
C -18.174 6.875 -20.441
N -18.179 5.336 -20.187
C -17.136 4.464 -21.062
C -19.543 4.665 -20.543
C -19.634 3.287 -19.759
C -18.653 3.502 -18.585
C -18.081 4.888 -18.685
H -18.350 8.958 -23.075
H -16.854 8.892 -22.229
H -18.468 9.435 -21.431
H -17.541 6.692 -22.482
H -19.174 7.077 -22.300
H -19.135 7.212 -20.052
H -17.311 7.150 -19.834
H -16.346 5.177 -21.298
H -17.562 4.123 -22.006
H -16.817 3.574 -20.519
H -19.649 4.434 -21.603
H -20.303 5.406 -20.295
H -19.364 2.538 -20.503
H -20.624 3.006 -19.401
H -17.864 2.750 -18.558
H -19.204 3.291 -17.668
H -17.048 5.013 -18.361
H -18.619 5.619 -18.082
N -12.179 0.996 -25.502
S -11.381 -0.264 -25.425
O -9.894 -0.151 -25.249
O -11.908 -1.454 -26.050
F -11.848 -0.543 -23.888
S -11.713 1.498 -27.007
O -10.976 0.638 -27.905
O -11.326 2.947 -26.960
F -13.230 1.497 -27.539
N -13.511 0.052 -21.036
S -12.825 -0.901 -20.168
O -13.194 -2.301 -20.358
O -12.512 -0.480 -18.775
F -11.318 -0.780 -20.762
S -14.911 0.300 -20.098
O -15.234 1.683 -19.784
O -15.299 -0.681 -19.130
F -16.013 -0.026 -21.188
N -16.816 -4.408 -25.398
S -17.278 -3.722 -24.143
O -17.514 -2.299 -24.251
O -16.873 -4.265 -22.822
F -18.748 -4.286 -24.217
S -15.518 -3.383 -25.833
O -14.752 -2.894 -24.674
O -15.713 -2.516 -27.009
F -14.465 -4.483 -26.339
```

Molecular formula: C38H88N4O8
Method: DFT, wB97M-V/def2-TZVPD

The total energy comes out at -2321.3944 Eh. For the highest occupied orbital energy, the calculation gives -7.949 eV. The orbital gap comes out at 8.3 eV. Its relative energy (zero: lowest compared OMol25 entry of this formula, charge and spin) is 48.9 kJ/mol. The LUMO energy is 0.35 eV. Its net charge is 0. Its SMILES is CC1(C)CCCC(C)(C)N1O.CC1(C)CCCC(C)(C)N1O.CC1(C)CCCC(C)(C)N1O.CC1(C)CCCC(C)(C)N1O.CO.CO.O.O. The multiplicity is 1.

```
138
C38H88N4O8 wB97M-V/def2-TZVPD
C -0.185 -2.389 0.726
C -1.677 -2.669 0.933
C -1.903 -3.239 2.346
C -2.339 -1.294 0.831
C -3.854 -1.351 0.732
C -4.204 -2.223 -0.468
C -3.574 -3.617 -0.434
C -4.298 -4.488 0.627
C -3.783 -4.301 -1.783
N -2.148 -3.482 -0.178
O -1.546 -4.764 -0.125
H 0.400 -3.310 0.754
H -0.035 -1.933 -0.255
H 0.162 -1.646 1.443
H -2.825 -2.874 2.795
H -1.937 -4.328 2.331
H -1.074 -2.947 2.994
H -2.003 -0.613 1.621
H -1.997 -0.767 -0.070
H -4.390 -1.677 1.625
H -4.240 -0.357 0.484
H -3.872 -1.730 -1.387
H -5.284 -2.374 -0.542
H -3.827 -5.458 0.741
H -5.363 -4.541 0.388
H -4.320 -3.948 1.579
H -2.845 -4.278 -2.348
H -4.505 -3.773 -2.410
H -4.076 -5.348 -1.726
H -0.806 -4.722 -0.737
C 3.759 -3.015 5.358
C 2.979 -1.779 4.929
C 1.902 -2.182 3.913
C 2.396 -1.201 6.219
C 1.836 0.213 6.065
C 2.937 1.127 5.503
C 3.600 0.626 4.210
C 2.660 0.971 3.017
C 4.931 1.308 4.035
N 3.909 -0.805 4.354
O 4.484 -1.305 3.160
H 4.444 -2.824 6.182
H 3.043 -3.787 5.662
H 4.331 -3.499 4.560
H 1.320 -1.333 3.549
H 2.468 -2.518 3.042
H 1.172 -2.897 4.291
H 1.571 -1.856 6.516
H 3.112 -1.171 7.043
H 0.996 0.202 5.370
H 1.624 0.627 7.050
H 3.697 1.303 6.268
H 2.459 2.069 5.223
H 2.548 0.105 2.366
H 3.044 1.802 2.430
H 1.664 1.204 3.401
H 4.903 2.402 4.047
H 5.384 1.057 3.072
H 5.648 0.992 4.796
H 5.361 -1.598 3.423
C 4.925 -0.179 -1.104
C 4.487 1.064 -1.922
C 5.296 2.249 -1.440
C 4.811 0.822 -3.405
C 3.833 -0.099 -4.107
C 2.404 0.381 -3.901
C 2.015 0.621 -2.465
C 0.740 1.432 -2.434
C 1.660 -0.735 -1.823
N 3.069 1.349 -1.791
O 2.698 1.697 -0.467
H 4.856 0.037 -0.036
H 4.281 -1.035 -1.285
H 5.948 -0.436 -1.383
H 5.137 2.460 -0.382
H 6.359 2.001 -1.524
H 5.106 3.159 -2.010
H 4.792 1.786 -3.929
H 5.834 0.447 -3.476
H 4.014 -0.218 -5.178
H 3.890 -1.138 -3.752
H 1.703 -0.330 -4.353
H 2.204 1.233 -4.567
H 0.903 2.417 -2.889
H 0.326 1.628 -1.441
H -0.053 0.928 -2.989
H 2.407 -1.525 -1.935
H 0.800 -1.113 -2.379
H 1.488 -0.674 -0.749
H 2.301 2.560 -0.618
C -5.683 5.637 -0.855
C -4.522 5.608 0.137
C -3.949 7.030 0.300
C -5.120 5.228 1.513
C -5.378 3.725 1.698
C -4.133 2.930 1.366
C -3.553 3.257 -0.018
C -2.193 2.593 -0.141
C -4.481 2.612 -1.074
N -3.442 4.699 -0.163
O -2.883 5.003 -1.438
H -5.209 5.874 -1.830
H -6.395 6.451 -0.736
H -6.193 4.719 -1.136
H -4.675 7.794 0.023
H -3.065 7.167 -0.321
H -3.660 7.198 1.335
H -4.509 5.557 2.358
H -6.100 5.696 1.623
H -6.245 3.407 1.110
H -5.659 3.547 2.740
H -4.272 1.851 1.416
H -3.383 3.271 2.095
H -2.058 1.713 0.483
H -1.971 2.359 -1.184
H -1.417 3.314 0.145
H -5.533 2.822 -0.912
H -4.202 2.916 -2.086
H -4.316 1.530 -1.076
H -2.005 5.334 -1.226
C 3.217 -2.773 -6.187
O 3.052 -3.907 -7.055
H 4.252 -2.442 -6.239
H 2.514 -1.979 -6.452
H 2.944 -3.112 -5.191
H 3.587 -3.775 -7.841
C 1.564 -4.136 -2.694
O 0.655 -3.383 -3.507
H 1.135 -5.137 -2.583
H 2.500 -4.225 -3.237
H 1.688 -3.671 -1.716
H -0.200 -3.363 -3.069
O -0.380 -0.923 -5.526
H -0.024 -1.811 -5.641
H -1.305 -1.001 -5.778
O -3.056 -0.172 -3.439
H -3.753 0.330 -3.870
H -2.255 0.048 -3.927
```